# 1
Computed, not measured: one molecule with the formula C6H8N2S, with ωB97M-V/def2-TZVPD.

The value obtained for the HOMO energy is -0.3178 Eh. The energy comes out at -741.0712 a.u. The calculation puts the LUMO energy at 0.0272 Eh. For the HOMO-LUMO gap, the calculation gives 9.4 eV. As for the structure (SMILES): C[C@H]1S[C@@H]1n1ccnc1.

```
! RIJCOSX wB97M-V def2-TZVPD def2/J DEFGRID3
* xyz 0 1
C -3.19706 -0.28931 0.13063
C -2.02294 -0.91774 0.62733
C -1.49465 0.77056 -0.63896
C 1.59639 0.05860 -0.48490
C 0.41140 -0.46921 0.45130
C 2.81895 0.70886 0.06125
N -2.82822 0.75130 -0.65894
N -0.96047 -0.20952 0.15777
S 1.24911 -1.75212 -0.46706
H -4.28239 -0.54534 0.12926
H -1.67335 -1.74180 1.20766
H -0.82170 1.38556 -1.19742
H 1.38330 0.30784 -1.55748
H 0.61731 -0.57118 1.48460
H 3.54273 0.61424 -0.67126
H 3.08189 0.19439 0.98739
H 2.57972 1.70488 0.43884
*
```

These are the Mulliken partial charges, in e, on atoms 1 to 4: number 1, C, carries -0.43; number 2, C, carries -0.27; number 3, C, carries -0.04; number 4, C, carries -0.29



# 2
Computed, not measured: a 2-piece molecular cluster, C6H8N2S2 overall, with ωB97M-V/def2-TZVPD.

The value obtained for the HOMO energy is -0.3241 Eh. The energy comes out at -1139.2016 a.u. The calculation puts the LUMO energy at 0.0175 Eh. For the HOMO-LUMO gap, the calculation gives 9.3 eV. As for the structure (SMILES): SC1C=CCC=C1.N#[N+][S-].

```
! RIJCOSX wB97M-V def2-TZVPD def2/J DEFGRID3
* xyz 0 1
C 0.15880 1.42716 -0.76028
C -0.68761 0.81143 1.42039
C -0.87364 0.85155 -1.30798
C -1.53344 -0.06535 0.95604
C 0.59391 1.24786 0.71192
C -1.62633 -0.20369 -0.51671
N 3.58420 -0.88452 -0.23771
N 3.04627 -1.82976 -0.01450
S 2.36191 -3.12866 0.32094
S -1.32145 -2.05199 -0.92437
H 0.66313 2.16849 -1.40872
H -0.58776 0.92673 2.51009
H -1.18994 0.87570 -2.39042
H -2.30334 -0.44434 1.65371
H 1.27684 0.46688 0.62750
H 1.00709 2.25194 1.12713
H -2.70009 -0.21678 -0.92072
H 0.13146 -2.20264 -0.84631
*
```

These are the Mulliken partial charges, in e, on atoms 1 to 4: number 1, C, carries -0.32; number 2, C, carries -0.57; number 3, C, carries -0.50; number 4, C, carries -0.22



# 3
Computed, not measured: a 2-piece molecular cluster, C6H8N3O overall, with ωB97M-V/def2-TZVPD.

The value obtained for the HOMO energy is -0.5096 Eh. The energy comes out at -472.6390 a.u. The calculation puts the LUMO energy at -0.1631 Eh. For the HOMO-LUMO gap, the calculation gives 9.4 eV.

```
! RIJCOSX wB97M-V def2-TZVPD def2/J DEFGRID3
* xyz 1 1
C -2.50551 -0.83475 -0.36218
C -1.96567 0.01687 -1.03688
C 1.03246 -0.70052 -0.09367
C 0.84101 -1.38468 1.04387
C -0.25217 0.45739 2.08069
C 0.70170 0.69283 -0.13352
N 0.28429 -0.80834 2.15722
N 0.03272 1.14995 0.89166
N 0.88530 1.44503 -1.20059
O -0.70930 0.99699 3.03488
H -3.04671 -1.53063 0.26447
H 1.64188 -1.24884 -0.90332
H 0.89931 -2.47573 0.91099
H 0.05702 -1.19049 3.06901
H -0.39974 2.05691 0.87176
H -1.78624 0.59281 -1.91861
H 1.25150 1.06824 -2.06132
H 1.05710 2.46589 -1.18455
*
```

These are the Mulliken partial charges, in e, on atoms 1 to 4: number 1, C, carries -0.29; number 2, C, carries -0.46; number 3, C, carries -0.30; number 4, C, carries -0.15



# 4
Computed, not measured: an isolated ion of composition C6H8N3O and charge +1, with ωB97M-V/def2-TZVPD.

The value obtained for the HOMO energy is -0.5372 Eh. The energy comes out at -472.6443 a.u. The calculation puts the LUMO energy at -0.2107 Eh. For the HOMO-LUMO gap, the calculation gives 8.9 eV. As for the structure (SMILES): C[C@]12[NH+]=CN=C[C@H]1N=CO2.

```
! RIJCOSX wB97M-V def2-TZVPD def2/J DEFGRID3
* xyz 1 1
C -1.25471 -1.48454 0.47612
C 1.60385 -1.39219 -0.65999
C -2.02630 0.44572 -0.51815
C 0.06700 -0.92534 0.84105
C 0.36572 0.42373 -0.20084
C 0.97352 1.59974 0.55565
N -2.17234 -0.76755 -0.03605
N 1.02938 -1.86132 0.35464
N -0.83787 0.88831 -0.86874
O 1.28174 -0.15580 -1.09044
H -1.37918 -2.56137 0.51488
H 2.36362 -1.91110 -1.21853
H -2.91993 1.01658 -0.73672
H 0.22503 -0.65323 1.88373
H 1.47162 2.26317 -0.15174
H 1.71742 1.24522 1.26478
H 0.20398 2.15349 1.08669
H -0.71258 1.67649 -1.49634
*
```

These are the Mulliken partial charges, in e, on atoms 1 to 4: number 1, C, carries -0.20; number 2, C, carries -0.04; number 3, C, carries -0.07; number 4, C, carries 0.23



# 5
Computed, not measured: one molecule with the formula C6H8N4O, with ωB97M-V/def2-TZVPD.

The value obtained for the HOMO energy is -0.3109 Eh. The energy comes out at -527.5918 a.u. The calculation puts the LUMO energy at 0.0075 Eh. For the HOMO-LUMO gap, the calculation gives 8.7 eV. As for the structure (SMILES): CNc1cncc(C(N)=O)n1.

```
! RIJCOSX wB97M-V def2-TZVPD def2/J DEFGRID3
* xyz 0 1
C 0.91229 3.66111 -1.08338
C 0.16647 1.22980 -0.33717
C 0.77786 0.73997 -1.51281
C 0.12671 -1.30402 -1.02388
C -0.07917 -0.93158 0.29976
C -0.62021 -2.04501 1.21692
H 1.99743 3.28881 -1.30207
H 0.26204 3.84439 -2.02829
H 0.79493 4.46685 -0.47380
H -0.48953 2.80094 0.61763
H 1.07469 1.40155 -2.23415
H 0.04337 -2.30845 -1.27538
H -2.15482 -1.68865 2.69046
H -1.70242 -0.23995 2.11341
N 0.09825 2.55758 -0.08765
N 0.79262 -0.48809 -1.86852
N -0.05138 0.29118 0.74554
N -1.38160 -1.30616 2.11706
O -0.46681 -3.38109 1.27382
*
```

These are the Mulliken partial charges, in e, on atoms 1 to 4: number 1, C, carries -0.83; number 2, C, carries 0.44; number 3, C, carries -0.23; number 4, C, carries -0.64



# 6
Computed, not measured: a 2-piece molecular cluster, C6H8N4S overall, with ωB97M-V/def2-TZVPD.

The value obtained for the HOMO energy (alpha / beta) is -0.3089 / -0.3054 Eh. The energy comes out at -850.4535 a.u. The calculation puts the LUMO energy (alpha / beta) at -0.0528 / -0.0648 Eh. For the HOMO-LUMO gap (alpha / beta), the calculation gives 7.0 / 6.5 eV.

```
! RIJCOSX wB97M-V def2-TZVPD def2/J DEFGRID3
* xyz 0 1
C 0.53518 2.25571 -0.57103
C 1.57493 0.10987 -0.61555
C -1.30184 0.49112 1.41253
C -1.12325 -1.37974 -0.35122
C 0.72989 1.05553 -1.20839
C -1.38195 -0.00354 -0.01574
N 0.18847 3.13315 0.06624
N 1.85539 -1.09651 -1.09914
N 2.50831 -1.77468 -0.27072
N 2.85018 -1.24576 0.82722
S 2.24124 0.30038 0.99018
H -0.46730 0.09675 2.02163
H -2.03542 -0.04450 1.88336
H -1.35943 1.64830 1.35507
H -0.04205 -1.72373 -0.35628
H -1.60536 -1.52680 -1.39984
H -1.65195 -1.95136 0.45061
H 0.25290 1.07358 -2.25563
H -1.76795 0.58222 -0.86331
*
```

These are the Mulliken partial charges, in e, on atoms 1 to 4: number 1, C, carries 0.43; number 2, C, carries 0.49; number 3, C, carries -1.29; number 4, C, carries -0.77



# 7
Computed, not measured: a 2-piece molecular cluster, C6H8N4Si overall, with ωB97M-V/def2-TZVPD.

The value obtained for the HOMO energy is -0.3313 Eh. The energy comes out at -741.8431 a.u. The calculation puts the LUMO energy at -0.0379 Eh. For the HOMO-LUMO gap, the calculation gives 8.0 eV.

```
! RIJCOSX wB97M-V def2-TZVPD def2/J DEFGRID3
* xyz 0 1
C -3.80815 -0.06382 0.32230
C 2.61364 1.72042 -0.46756
C -3.47463 -1.29647 0.84128
C 1.51867 1.09599 -1.05998
C -2.71431 0.29847 -0.43752
C 3.20342 0.78578 0.35999
N -2.26207 -1.61578 0.55364
N 1.39954 -0.14722 -0.63751
N -1.75834 -0.66035 -0.28715
N 2.43274 -0.33381 0.22261
Si 2.81503 -1.99668 0.73361
H -4.82676 0.46297 0.41908
H 2.86284 2.76067 -0.63867
H -3.91022 -1.87220 1.61496
H 0.66750 1.49402 -1.73416
H -2.31564 1.02302 -1.07172
H 4.10026 0.72149 1.02902
H 4.25355 -1.68838 0.72520
H -0.79706 -0.68812 -0.48741
*
```

These are the Mulliken partial charges, in e, on atoms 1 to 4: number 1, C, carries -0.56; number 2, C, carries -0.78; number 3, C, carries -0.19; number 4, C, carries 0.06



# 8
Computed, not measured: one molecule with the formula C6H8N6O, with ωB97M-V/def2-TZVPD.

The value obtained for the HOMO energy is -0.3607 Eh. The energy comes out at -637.1431 a.u. The calculation puts the LUMO energy at 0.0242 Eh. For the HOMO-LUMO gap, the calculation gives 10.5 eV. As for the structure (SMILES): COC(n1cncn1)n1cncn1.

```
! RIJCOSX wB97M-V def2-TZVPD def2/J DEFGRID3
* xyz 0 1
C 2.95330 0.76218 1.51073
C -2.18134 2.17681 0.16818
C 2.18503 0.04743 -0.30276
C -1.12345 1.02001 -1.28147
C -1.10732 -2.34674 -0.79337
C -0.10463 -0.59701 0.52729
N 3.24332 0.57483 0.22892
N -1.87228 2.07277 -1.14764
N 1.73437 0.34398 1.85324
N -1.67215 1.22308 0.87269
N 1.25002 -0.15987 0.71990
N -0.91429 0.49073 -0.00122
O 0.17613 -1.70587 -0.38239
H 3.49898 1.30836 2.27136
H -2.94625 2.83202 0.60587
H 2.16834 -0.49221 -1.31926
H -0.63891 0.76570 -2.20835
H -1.50858 -1.47842 -1.30782
H -1.80425 -2.76265 -0.03303
H -0.78942 -3.10978 -1.47007
H -0.54662 -0.96534 1.48920
*
```

These are the Mulliken partial charges, in e, on atoms 1 to 4: number 1, C, carries -0.14; number 2, C, carries -0.17; number 3, C, carries 0.16; number 4, C, carries 0.19



# 9
Computed, not measured: an isolated ion of composition C6H8NO2 and charge -1, with ωB97M-V/def2-TZVPD.

The value obtained for the HOMO energy is -0.0764 Eh. The energy comes out at -438.5697 a.u. The calculation puts the LUMO energy at 0.1383 Eh. For the HOMO-LUMO gap, the calculation gives 5.8 eV.

```
! RIJCOSX wB97M-V def2-TZVPD def2/J DEFGRID3
* xyz -1 1
C 1.34688 -1.76983 -0.04343
C 1.86049 0.74299 -0.00414
C 0.87764 -0.20512 -0.11404
C -0.79691 1.54517 0.41323
C -1.49045 -0.74096 -0.43123
C -0.50196 0.06162 0.43147
N 0.74495 -2.68534 0.51203
O 2.77137 1.41544 0.49245
O 1.31561 0.67848 -1.22668
H 2.32879 -1.92580 -0.56830
H -1.17888 1.90419 -0.51592
H 0.20051 2.22950 0.46932
H -1.58538 1.75088 1.16369
H -1.58148 -1.72534 -0.17661
H -1.24112 -0.71348 -1.55283
H -2.44008 -0.41187 -0.39530
H -0.62998 -0.15053 1.54630
*
```

These are the Mulliken partial charges, in e, on atoms 1 to 4: number 1, C, carries -0.28; number 2, C, carries -0.30; number 3, C, carries 0.97; number 4, C, carries -1.47



# 10
Computed, not measured: an isolated ion of composition C6H8NO2S and charge -1, with ωB97M-V/def2-TZVPD.

The value obtained for the HOMO energy (alpha / beta) is -0.0684 / -0.1201 Eh. The energy comes out at -836.6424 a.u. The calculation puts the LUMO energy (alpha / beta) at 0.1308 / 0.1270 Eh. For the HOMO-LUMO gap (alpha / beta), the calculation gives 5.4 / 6.7 eV. The expectation value of S² is 2.02.

```
! RIJCOSX wB97M-V def2-TZVPD def2/J DEFGRID3
* xyz -1 3
C 0.96698 0.39996 -0.02968
C -1.42135 1.12014 -0.59556
C 2.15615 1.07047 0.31959
C 0.61855 -0.98388 0.45530
C -1.50388 2.62921 -0.21804
C 1.57284 -2.02206 -0.14142
N -0.71191 -1.28384 0.20105
O 2.99555 1.65780 0.92349
O 2.15763 0.62747 -0.97062
S -1.84266 -0.00456 0.57163
H 0.74217 -1.05999 1.61453
H -0.67625 2.74990 0.41723
H -2.53719 2.90485 0.31625
H -1.44384 3.30515 -1.12260
H 1.59859 -1.75572 -1.18680
H 1.19984 -3.01241 -0.11797
H 2.44954 -2.13517 0.50513
H -0.87614 -1.61931 -0.76071
*
```

These are the Mulliken partial charges, in e, on atoms 1 to 4: number 1, C, carries 0.22; number 2, C, carries -0.17; number 3, C, carries 0.22; number 4, C, carries 0.50



# 11
Computed, not measured: an isolated ion of composition C6H8NO3PS and charge -2, with ωB97M-V/def2-TZVPD.

The value obtained for the HOMO energy is 0.0247 Eh. The energy comes out at -1253.3766 a.u. The calculation puts the LUMO energy at 0.2179 Eh. For the HOMO-LUMO gap, the calculation gives 5.3 eV.

```
! RIJCOSX wB97M-V def2-TZVPD def2/J DEFGRID3
* xyz -2 1
C 1.16557 1.86956 -1.87819
C 0.51572 1.57441 -0.72173
C 1.31699 0.79690 -2.73971
C -0.16213 0.26569 -0.71121
C -1.06769 -0.54639 1.49909
C -0.72542 -0.66906 0.06938
N -0.51972 -3.50751 -0.23231
O -1.01690 -3.02515 -2.68546
O 1.15889 -1.80914 -1.82893
O 1.01478 -4.51625 -2.14537
P 0.00123 -3.52276 -1.71461
S 0.32917 -0.60084 -2.29944
H 1.47699 2.79545 -2.33029
H 0.33088 2.22835 0.01673
H 1.63654 1.10488 -3.76029
H -1.67054 -1.42957 1.63047
H -0.20466 -0.49486 2.12258
H -1.58915 0.33627 1.78168
H -1.24241 -1.52928 -0.42680
H 0.08751 -3.72747 0.50919
*
```

These are the Mulliken partial charges, in e, on atoms 1 to 4: number 1, C, carries -0.10; number 2, C, carries -1.03; number 3, C, carries -0.66; number 4, C, carries 0.12



# 12
Computed, not measured: C6H8NO4S as an isolated structure, with ωB97M-V/def2-TZVPD.

The value obtained for the HOMO energy is -0.1944 Eh. The energy comes out at -987.3286 a.u. The calculation puts the LUMO energy at 0.1271 Eh. For the HOMO-LUMO gap, the calculation gives 8.7 eV.

```
! RIJCOSX wB97M-V def2-TZVPD def2/J DEFGRID3
* xyz -1 1
C 1.73172 -0.71492 -0.12507
C -0.48829 -1.29604 -1.25461
C -0.64597 -1.63547 0.15815
C -0.14141 0.96867 -0.03404
C 0.23156 -0.42015 -0.10692
C -1.27513 1.48869 0.39603
N 2.49104 0.42425 -0.10701
O 4.52481 -0.25593 -1.33449
O 2.10805 -1.89829 -0.22544
O 4.58960 1.63818 0.17704
O 4.37376 -0.61014 1.15948
S 3.99189 0.10191 -0.05933
H 0.44476 -1.58005 -1.79930
H -1.28863 -0.85311 -1.94951
H -1.62115 -1.46966 0.54618
H -0.20114 -2.44598 0.56735
H 0.61452 1.64895 -0.38079
H -1.42552 2.50845 0.24899
H 3.87688 1.90759 0.75950
H -2.05527 1.00011 0.83711
*
```

These are the Mulliken partial charges, in e, on atoms 1 to 4: number 1, C, carries -0.18; number 2, C, carries -0.48; number 3, C, carries -0.82; number 4, C, carries -0.26